The following is a quantum chemistry calculation of a structure of composition C29H37N3OPd at a distorted geometry, from the Open Molecules 2025 dataset.

Structure (XYZ):
```
71
Properties=species:S:1:pos:R:3:mulliken_spin:R:1
Pd 0.15 0.34 -0.30 0.13
O -2.36 -0.59 1.47 -0.01
N 0.30 -2.45 -1.38 0.00
N 0.38 -2.91 2.34 0.00
N -0.19 -1.14 -3.03 -0.48
C 3.09 0.96 -1.16 0.01
C 0.00 -1.19 -1.68 0.46
C 1.69 0.73 1.02 0.08
C -0.03 2.20 0.53 -0.08
C -0.07 -2.43 -3.55 -0.05
C -1.57 -4.02 3.19 0.00
C 1.96 1.31 -0.27 -0.03
C 0.73 2.99 -1.83 0.04
C 0.39 1.45 -5.61 3.94
C -0.13 0.96 2.83 0.02
C 0.23 -3.23 -2.51 0.09
C -0.79 2.19 -5.53 -7.35
C -1.56 0.77 -3.71 -1.67
C 0.89 -2.97 0.08 0.03
C 0.89 2.23 -0.57 0.02
C -1.30 -3.88 0.82 0.02
C -1.74 1.86 -4.57 2.85
C -0.37 0.04 -3.82 2.73
C -0.35 -3.34 3.35 0.00
C -2.62 0.37 -2.74 0.17
C -1.06 3.29 -6.52 1.11
C -0.04 -3.24 1.07 0.01
C 0.46 1.28 1.50 0.10
C -1.28 3.00 0.65 0.04
C -3.49 -0.47 0.61 0.04
C -2.07 -4.26 1.90 0.00
C 1.88 -0.44 -4.87 -0.28
C 2.45 -0.33 1.72 0.02
C 0.62 0.35 -4.76 -2.26
H 0.39 1.49 3.63 0.01
H -1.72 3.21 -0.33 0.01
H -0.32 3.25 -2.00 0.10
H -1.19 1.23 2.86 0.00
H -1.62 4.10 -6.05 -0.07
H 2.81 1.07 -2.21 0.05
H -2.03 2.47 1.26 0.00
H 1.07 2.40 -2.69 0.06
H 1.83 -1.21 1.92 0.00
H -0.05 -0.12 3.04 -0.01
H 3.33 -0.63 1.14 0.00
H -2.11 -4.33 4.08 0.00
H -0.12 3.69 -6.91 -0.24
H 1.16 1.70 -6.34 1.34
H -2.86 -0.70 -2.77 0.02
H 2.80 0.04 2.70 0.00
H 2.55 0.08 -5.56 0.01
H 0.43 -4.28 -2.45 -0.01
H -4.44 -0.72 1.11 -0.01
H -2.66 2.43 -4.49 1.28
H 3.95 1.62 -0.98 0.00
H -2.36 0.62 -1.70 0.02
H -1.65 2.93 -7.37 -0.32
H -3.03 -4.77 1.75 0.00
H 1.31 3.92 -1.81 -0.10
H -3.34 -1.14 -0.24 0.00
H -1.58 -4.06 -0.22 0.00
H 2.41 -0.53 -3.91 0.05
H -1.09 3.97 1.13 0.00
H -3.53 0.56 0.25 0.01
H -0.18 -2.66 -4.59 0.02
H 3.42 -0.07 -0.99 0.01
H -2.66 -0.98 2.31 0.01
H 1.71 -1.45 -5.27 0.00
H 1.89 -2.58 0.24 0.00
H 0.05 -3.15 4.35 0.00
H -3.54 0.92 -2.98 0.13
```

Computed properties:
**Spin multiplicity**: 3
**Orbital gap (spin up / spin down)**: 1.9 / 5.0 eV
**E_HOMO (spin up / spin down)**: 2.770 / -0.318 eV
**Strongest force on any atom**: 8.330 eV/Å
**Charge**: -2
**Molecular weight**: 550.1 g/mol
**<S²>**: 2.0046